The following is a DFT calculation (ωB97M-V/def2-TZVPD) of a 6-piece molecular cluster, C84H180BO8P5 overall in a non-equilibrium geometry.

```
278
Properties=species:S:1:pos:R:3
C -2.07726 3.76356 3.71723
H 11.36995 -8.23689 -6.42537
H 6.97124 10.35172 -5.46361
H -8.30097 0.96854 -3.50919
H 3.40836 12.29598 1.74635
H -2.94942 0.26603 11.15152
H 14.46269 -4.69676 -5.15572
C -1.42729 5.51876 12.51394
H 7.76432 -1.53319 -4.35550
C -2.14703 4.72131 15.25481
H 0.78955 -10.68632 -9.50126
H -1.19582 9.41637 12.86158
C 11.42506 -8.71290 -4.22919
C 4.96526 13.09422 0.35243
H -9.82803 -3.44497 1.78016
H 11.78259 -3.69526 1.01892
C -2.59706 6.38761 17.31011
C 5.39532 12.64239 -5.22566
C -5.01313 -10.19059 -8.01082
H 0.88920 -10.79369 -7.77089
C -7.42198 -10.61108 -8.69735
C 4.47269 12.52655 1.70013
H -3.65948 8.30816 17.19962
H -2.56284 2.31297 13.96404
H -7.62755 6.56623 13.61471
H -12.53169 -7.80686 -3.43765
C -2.51108 2.73585 12.96075
H -7.26044 -11.49698 -9.31150
C 5.29805 13.00044 -2.19809
H -7.48897 -11.00121 -7.68177
H -4.79396 7.03955 13.86483
H -4.52469 7.01659 17.99577
H -14.20652 -1.67281 1.40997
H -3.41357 0.24540 12.87924
H 12.53605 -4.98660 -1.41127
P -10.52795 -3.74786 -0.45965
H -0.04960 -12.88010 -9.73552
H -0.99552 -10.94708 -6.34855
H -2.55317 -3.57397 -5.93593
C 10.70298 -1.87297 1.01979
H -5.44800 -10.71398 -7.15932
O 2.93726 3.05125 2.14146
C 11.11497 -7.27198 -3.92615
H -2.23137 -11.25898 -4.22574
H 10.86209 -5.22353 -1.54547
H -0.53636 6.75895 14.05674
H 13.67824 -3.25795 -5.81701
H -2.63791 5.42877 17.82691
H 7.17921 8.24590 -2.45936
C -0.95738 6.87203 13.05770
H 8.97242 -4.88084 -3.63396
C -14.42743 0.18135 0.28758
H -5.85090 0.74452 10.99158
C -5.08314 0.21040 11.55135
H -6.01687 7.95889 12.03240
H 7.30828 -1.65310 -6.11832
H -1.78716 -6.65212 -4.09647
H 7.50414 12.97064 -4.78239
H 7.77016 15.18201 -8.17594
P -2.59681 4.50028 13.44076
C -3.78800 -10.18309 -5.10803
H -13.46351 -8.67422 -2.27880
H 7.35716 7.81863 -5.47224
C 10.58132 -3.72547 -4.57804
P 11.99833 -4.54994 -3.62219
H 4.52034 13.29234 -5.21823
H -9.99799 1.43282 -3.70253
H 1.09391 -12.93142 -8.31281
H 2.01429 8.45209 -2.49007
H -10.42148 -8.13994 -2.03580
H -14.64824 -1.85278 -0.21761
H -4.25117 -10.54504 -1.03969
H 4.34621 13.96566 0.13921
H -2.18671 -5.79644 -6.83060
C -0.06526 7.77166 12.18418
H -1.61881 -10.55478 -9.36668
H -4.61352 -9.54051 -4.80189
H 0.18083 9.88622 11.89843
C 1.50290 1.35197 3.29447
H -12.71740 -3.52726 -1.07890
H -5.03996 4.51150 13.67523
H 9.04022 14.57090 -6.86858
H -4.52418 2.61555 12.15608
H 10.65956 -4.21564 -5.54846
H -13.52415 0.77348 0.14068
C -3.53594 7.45790 17.87038
C 2.07787 9.51491 -2.72344
H -4.20875 -11.06591 -5.58939
O -2.72098 4.54433 4.51604
B -0.36970 2.55323 2.79231
C 3.44133 9.68003 -3.24097
H 6.08203 13.84918 -7.33199
C 7.33675 8.38223 -4.53949
C 6.51448 9.69462 -4.72355
C -2.90178 5.96141 15.85139
H 11.83028 -9.92917 -6.01320
C -11.61233 -6.26163 -1.60051
H 15.46220 -1.84003 -5.09575
H -1.15827 -4.35969 -5.32393
C -7.36756 6.33120 12.58259
H -10.72430 -3.27316 -2.77694
H 6.27248 10.29677 -2.49783
H -4.59859 -11.11117 -8.42165
H -5.95906 -5.37058 1.48560
H 13.18685 -6.61212 -4.07305
H -2.59062 -4.03421 -4.35259
C 11.00248 -3.28305 0.37891
H 15.69617 -3.10577 -7.37862
C 7.96608 -1.99802 -5.32056
O 0.71123 3.09764 1.96451
H 10.86571 -9.32071 -3.51802
C 0.14652 -12.56705 -8.71002
H 7.67154 15.59036 -6.50521
C 6.71157 13.49113 -5.31999
H 7.14876 -3.91137 -4.52635
C -9.94694 -2.99748 -2.06432
H 10.07032 -3.84290 0.45474
C -13.99852 -1.25745 0.42390
H -12.09303 -1.16149 0.96001
C 11.28612 -9.04043 -5.69365
H -9.55150 -5.84813 -0.98271
C 9.07602 -3.86925 -4.02646
H 10.45666 -2.73800 -1.65148
H 0.08285 9.18260 -3.19222
H 4.74604 13.18607 2.52380
H -4.56050 -8.33896 -6.92001
H 4.05571 9.43833 -2.37366
C 3.57552 11.12304 -3.78649
H -9.55484 -1.99479 0.75633
H 6.28741 13.45465 -2.14360
H -10.30589 -0.95827 -4.08126
C 1.85258 2.57174 2.30337
C -6.04318 6.86999 12.07373
C -2.24680 -4.41522 -5.31421
H 2.83868 11.70890 -3.23700
H 5.28845 11.83461 -5.94965
H -2.72374 -9.88462 -3.29502
H -3.97184 5.91637 15.64881
H -3.85958 6.75885 12.32201
H -1.04759 -8.59613 -4.99014
C -7.93460 -3.61654 0.55906
H -3.22866 7.78320 18.86428
H -4.58417 4.62983 11.97923
H 5.57401 11.31071 -0.75270
H -9.41320 1.02102 -2.13290
H 4.56029 13.77950 -2.39012
H -0.99850 -9.27884 -8.58031
H 11.02390 -2.73258 -4.65802
C -4.39273 5.03612 12.97240
C -6.92446 -3.50709 1.71701
C -1.05960 -10.35950 -8.45166
H 16.90371 -4.10062 -6.71325
H 8.23649 -4.14080 -5.89220
H 3.56507 8.96482 -4.05416
H 7.43528 11.19225 -3.42107
H 11.06838 -7.09989 -2.85083
H -1.26322 -7.81618 -6.58368
H -1.55688 2.35771 12.59385
H 8.33909 8.75822 -4.33445
H 12.16222 -2.56982 -1.16746
H -7.94408 -4.69589 0.40740
H 7.61393 6.71129 -3.10677
H 17.10442 -2.34820 -6.73718
C -4.14716 -9.04036 -7.64478
H 10.16454 -7.03877 -4.40615
H -7.47394 -3.95710 2.54384
C -12.21854 -3.09489 -0.21155
H 10.28498 -1.78799 2.02285
C -2.65012 -5.73727 -5.84580
H -1.05844 4.77037 15.28024
H -5.79856 -9.96218 -10.01385
H -3.26038 2.70115 10.97747
H -10.65853 -6.14168 0.33545
H -10.34194 -1.07984 -1.37404
C 16.39441 -3.15209 -6.54290
C -2.42442 -6.94691 -4.93018
C 11.65015 -4.54111 -1.86382
C -9.51604 -0.70951 -3.37250
H 12.23797 -6.01392 -5.38647
C 14.36874 -3.61566 -5.05324
H -2.37256 -11.68925 -7.35833
C 6.97701 7.57563 -3.29480
H -14.89281 0.42977 1.24140
H -2.73920 -11.32434 -1.29047
H -15.13641 0.41954 -0.50534
H -0.41381 7.75999 11.15148
H 5.06717 11.61913 1.80633
H -2.64942 6.76019 15.15398
H -0.55583 4.87184 12.41324
H -5.02897 -4.00647 0.79906
H -7.49013 -3.06814 -0.27149
H -3.81337 -12.74966 -3.24384
C -6.10702 -9.86058 -8.97335
H -8.07375 6.77610 11.88156
O 2.26905 0.56833 3.90371
H -4.12039 -12.31765 -0.85653
H 5.92074 7.30931 -3.33297
P 5.15576 11.86921 -3.66080
H -2.36716 3.74455 15.68561
C -5.66286 -4.33082 1.62433
H 13.40384 -2.47055 -3.55823
C -3.11234 -10.71801 -3.88029
H -5.01709 -0.87279 11.44919
H -3.36473 -7.30784 -4.51343
H -0.64699 -12.97242 -8.08223
C 11.29791 -3.23396 -1.16731
C -12.53280 -1.55681 0.04436
C -12.44257 -8.54052 -2.63646
C 8.02482 14.81282 -7.18249
H -5.64626 0.13516 12.48159
H -9.04553 -3.54818 -2.33318
C -10.55564 -5.62789 -0.62034
P -2.80417 -9.48051 -6.45638
C -1.74860 -10.82591 -7.12720
C -9.31952 0.75420 -3.18558
H 14.25681 -3.96350 -2.96884
H -3.67544 -8.53876 -8.48975
H -5.85842 6.60495 11.03272
C -11.41303 -7.84640 -1.69120
C -2.72181 2.92309 2.62560
O -0.80510 3.53583 3.83086
C -3.91193 -11.70212 -2.95917
H -6.38425 -8.82443 -8.77935
C -1.74248 -8.05830 -5.63511
C 4.94706 12.19078 -0.89593
H 3.18603 11.20868 -4.80091
C 7.02148 13.60527 -6.83597
H -8.65712 -0.88369 -4.02060
H -3.71622 -5.74847 -6.07257
H 0.94965 7.40557 12.33921
C -3.61817 0.68538 11.90319
H -7.51623 5.28470 12.31642
H 1.95266 10.15073 -1.84700
H -11.65909 -8.30905 -0.73541
H 16.37695 -3.20651 -4.43198
H 10.24875 -9.35706 -5.80178
H -12.09134 -9.53804 -2.90045
H -6.89779 -2.46237 2.02676
H -11.57245 -5.78089 -2.57796
H -1.77298 5.59135 11.48275
H 0.64819 10.77366 -3.66419
H 5.58748 9.42644 -5.23036
H -4.95310 -11.47752 -3.19074
C 13.66898 -3.50732 -3.76536
C -4.73772 6.50583 12.91610
H 0.44437 9.47461 13.55569
C -3.53256 2.22869 11.92130
H 1.11410 9.43323 -4.68959
H 10.07223 -1.16838 0.47772
H -1.89408 7.41021 13.20278
O 0.19032 1.31208 3.31006
H 5.95202 13.52170 0.53040
C 0.91224 9.71615 -3.65649
H 8.94951 -1.71459 -5.69554
C 0.26033 -11.05418 -8.62222
C -3.81006 -11.45511 -1.44628
C 6.50658 10.62850 -3.50939
C -9.66142 -1.52707 -2.09860
C 15.67491 -2.90310 -5.20862
H -8.75030 -1.28931 -1.54955
H 11.64120 -1.33988 1.17359
C 12.19147 -6.24430 -4.32211
H -1.57428 6.67020 17.55944
H 12.46656 -8.98191 -4.05306
H -12.58291 -3.51687 0.72509
C -0.14326 9.19903 12.67999
H 8.83688 -3.20209 -3.19832
H 7.29646 12.69294 -7.36527
H -5.07424 -4.51413 2.52324
H 6.48813 14.46777 -4.89065
O -1.63241 2.28074 2.11707
C -9.38335 -3.06622 0.85988
H -12.66285 -6.17150 -1.32417
H -12.34195 -0.97495 -0.85738
H 3.96547 11.73294 -1.01824
C 8.06016 -3.54351 -4.99764
H -8.36270 -10.08128 -8.84721
O -3.89697 2.96513 2.21085
```

Calculated values
- HOMO-LUMO gap (eV) = 7.4
- net charge = +4
- energy above the lowest of the compared OMol25 structures with the same formula, charge and spin (kJ/mol) = 156.9
- maximum force (eV Å⁻¹) = 7.05
- LUMO (eV) = -4.94